[1]
The following is a DFT calculation (ωB97M-V/def2-TZVPD) of a 14-piece molecular cluster, C14H56O14 overall at a distorted geometry.

**HOMO**: -9.6 eV
**Total charge**: 0
**Energy above the lowest of the compared OMol25 structures with the same formula, charge and spin**: 350.4 kJ/mol

CARTESIAN COORDINATES (ANGSTROEM)
C  0.27765  -3.79140  -0.40829
O  -0.52488  -4.83259  0.17187
H  1.05775  -3.41785  0.19915
H  -0.38368  -2.94812  -0.75799
H  0.76145  -4.09184  -1.27403
H  -0.06456  -5.21999  0.94152
C  -1.91754  3.46723  -2.23185
O  -3.03308  2.69410  -2.03528
H  -1.64273  3.26500  -3.22016
H  -1.09306  3.14207  -1.54484
H  -2.05815  4.51128  -2.13409
H  -3.48370  3.07716  -1.28617
C  3.47287  0.66954  -3.03248
O  4.68793  0.05863  -2.98592
H  2.71113  0.33488  -2.27601
H  2.95048  0.42570  -3.97087
H  3.60494  1.74826  -2.85524
H  4.93983  -0.06058  -3.91944
C  1.35765  -1.82559  2.42097
O  1.20742  -1.25326  3.66791
H  2.28666  -2.22264  2.17450
H  1.28280  -0.93671  1.69451
H  0.68497  -2.65077  2.30425
H  1.69001  -0.42887  3.78601
C  -3.37369  3.47190  2.44960
O  -2.39072  2.95380  1.63145
H  -4.35164  3.03319  2.14317
H  -3.38798  4.59922  2.47564
H  -3.08142  3.23179  3.48591
H  -2.76234  2.17445  1.17911
C  0.67378  2.78350  2.18205
O  1.70306  1.81522  1.92214
H  1.04705  3.82513  2.45338
H  0.02879  2.57162  3.03345
H  0.14605  2.94281  1.28752
H  2.12069  2.07666  1.05539
C  -1.01035  0.46621  -3.96638
O  0.16650  1.07918  -3.39914
H  -0.77989  -0.59154  -3.96971
H  -1.29555  0.88464  -4.87438
H  -1.87978  0.69218  -3.27498
H  0.50420  0.60961  -2.59920
C  1.56172  3.01704  -1.10266
O  2.62286  2.49795  -0.43311
H  1.78072  3.20015  -2.15565
H  1.24994  4.02140  -0.67052
H  0.68428  2.44940  -1.10608
H  3.41090  2.81915  -0.84221
C  3.80512  -2.01864  -0.17973
O  3.03594  -0.89939  0.09110
H  4.38054  -1.85869  -1.15618
H  3.20492  -2.86217  -0.37677
H  4.40939  -2.26204  0.69107
H  3.54416  -0.19286  0.42782
C  -0.45907  0.05827  -0.46710
O  0.69188  -0.33101  -1.26745
H  -0.31525  0.87975  0.26711
H  -0.72652  -0.80295  0.18961
H  -1.29722  0.25557  -1.15118
H  1.40299  -0.45317  -0.62746
C  -4.48510  0.07599  1.23634
O  -3.26698  0.47622  0.55942
H  -4.18957  -0.96074  1.56901
H  -5.32042  0.09897  0.66316
H  -4.58163  0.69758  2.11623
H  -3.08994  -0.27253  0.00623
C  2.14560  -2.58935  -3.05201
O  2.01827  -3.90812  -3.48320
H  3.12969  -2.30070  -2.89258
H  1.50388  -2.27617  -2.22830
H  1.70582  -1.91894  -3.79633
H  2.32407  -4.47983  -2.76111
C  -2.40678  -2.90563  1.98223
O  -1.73354  -3.79836  2.86607
H  -2.51428  -3.29910  0.98259
H  -1.81568  -2.03567  1.92529
H  -3.39383  -2.67980  2.38374
H  -1.86419  -3.47124  3.78245
C  -1.50993  0.18846  3.35160
O  -1.57506  -0.93952  4.15117
H  -2.43401  0.69752  3.24403
H  -0.92228  0.02363  2.45589
H  -0.92504  0.91692  4.01843
H  -0.63526  -1.19057  4.14600

Want to see where the charge sits? The Löwdin charges in e are: C -0.13; O -0.11; H 0.05; H 0.10; H 0.02; H 0.09; C -0.17; O -0.10; H 0.06; H 0.08; H 0.08; H 0.07; C -0.21; O -0.10; H 0.07; H 0.09; H 0.07; H 0.10; C -0.15; O -0.10; H 0.05; H 0.09; H 0.07; H 0.10; C -0.18; O -0.14; H 0.09; H 0.09; H 0.08; H 0.03; C -0.16; O -0.15; H 0.10; H 0.06; H 0.02; H 0.03; C -0.12; O -0.18; H 0.08; H 0.05; H 0.08; H 0.01; C -0.18; O -0.09; H 0.10; H 0.12; H 0.02; H 0.10; C -0.14; O -0.12; H 0.10; H 0.05; H 0.09; H 0.08; C -0.09; O -0.16; H 0.08; H 0.06; H 0.08; H 0.04; C -0.07; O -0.15; H 0.09; H 0.05; H 0.07; H 0.06; C -0.18; O -0.09; H 0.04; H 0.05; H 0.09; H 0.08; C -0.16; O -0.13; H 0.08; H 0.03; H 0.08; H 0.09; C -0.18; O -0.12; H 0.05; H 0.06; H 0.10; H 0.05

***

[2]
The following is a DFT calculation (ωB97M-V/def2-TZVPD) of C14H5F5NO3SZn as an isolated structure at a distorted geometry.

**HOMO**: -5.4 eV
**Total charge**: -1

CARTESIAN COORDINATES (ANGSTROEM)
Zn  -1.02791  -0.32227  -2.06619
F  -2.99655  -3.50605  3.68287
C  -2.68822  -3.35276  2.39891
C  -2.71840  -2.05320  1.84003
F  -3.26806  -1.09145  2.57750
C  -2.33829  -1.81866  0.53028
F  -2.60118  -0.56813  0.03297
C  -1.75897  -2.81349  -0.27189
S  -1.16925  -2.57857  -1.86479
C  -1.75471  -4.12479  0.28602
F  -1.27352  -5.13242  -0.46007
C  -2.24640  -4.42745  1.55331
F  -2.13469  -5.64508  2.12134
N  -2.35199  0.91775  -4.70995
C  -1.90563  0.48098  -3.71041
O  0.06949  3.17357  0.68573
C  1.35327  2.90275  0.40145
C  2.36972  3.71964  0.92370
C  3.71890  3.52501  0.56355
C  4.06239  2.53341  -0.37322
C  3.07227  1.71260  -0.87933
C  1.74291  1.85070  -0.41969
C  0.67898  1.05204  -1.01842
O  0.99922  0.20797  -1.92915
O  -0.54095  1.18613  -0.68351
H  -0.41736  2.34195  0.28311
H  2.14842  4.42891  1.67594
H  4.50851  4.08568  1.02150
H  5.09367  2.36683  -0.59513
H  3.37435  0.94837  -1.59646

Want to see where the charge sits? The natural (NBO) charges in e are: Zn 1.51; F -0.30; C 0.24; C 0.31; F -0.30; C 0.28; F -0.32; C -0.27; S -0.40; C 0.30; F -0.30; C 0.27; F -0.30; N -0.51; C -0.32; O -0.68; C 0.37; C -0.28; C -0.17; C -0.28; C -0.12; C -0.28; C 0.76; O -0.78; O -0.80; H 0.51; H 0.21; H 0.20; H 0.20; H 0.24

***

[3]
The following is a DFT calculation (ωB97M-V/def2-TZVPD) of C14H5N2S13SbSe4Tc as an isolated structure at a distorted geometry.

**HOMO**: -5.2 eV
**Total charge**: -1
**Energy above the lowest of the compared OMol25 structures with the same formula, charge and spin**: 227.6 kJ/mol

CARTESIAN COORDINATES (ANGSTROEM)
Tc  0.18537  -0.23306  0.83475
S  -2.17936  -6.20710  -3.11163
C  -1.25400  -4.98791  -2.52043
S  -0.60463  -3.72077  -3.49067
C  0.25626  -2.88149  -2.21645
C  0.14451  -3.38751  -0.96465
S  0.83716  -2.72821  0.49795
S  -0.83301  -4.82324  -0.84480
S  1.06338  -1.40244  -2.60427
S  -7.01733  0.81462  1.55545
C  -5.38061  0.64373  1.52163
S  -4.55037  -0.73133  2.15454
C  -2.93254  -0.24315  1.72693
C  -2.82183  0.96605  1.14138
S  -1.27258  1.62318  0.62637
S  -4.31313  1.82142  0.84790
S  -1.56612  -1.35919  1.83995
Se  5.23028  3.56701  0.48912
Sb  4.42722  1.58494  1.49210
Se  2.26214  -0.72784  1.97665
Se  2.08637  1.23071  0.73761
Se  5.78697  0.28185  2.90114
S  -5.03118  -2.72090  -2.87877
C  -3.77739  -1.66346  -2.71035
S  -2.74858  -1.70215  -1.31421
C  -1.72734  -0.52673  -2.04753
N  -2.13184  -0.08607  -3.17943
N  -3.29872  -0.68512  -3.54955
C  -3.81583  -0.29960  -4.82872
C  -5.16696  -0.41033  -5.12401
C  -5.61840  -0.03138  -6.38080
C  -4.74266  0.47329  -7.32801
C  -3.39885  0.61029  -7.00862
C  -2.93018  0.22471  -5.76448
S  -0.10010  -0.00539  -1.50463
H  -5.86075  -0.78282  -4.38970
H  -6.67061  -0.13381  -6.61241
H  -5.10207  0.76021  -8.30773
H  -2.70422  1.01894  -7.73100
H  -1.88482  0.32343  -5.51472

Want to see where the charge sits? The natural (NBO) charges in e are: Tc -0.35; S -0.06; C -0.58; S 0.47; C -0.52; C -0.35; S -0.07; S 0.50; S 0.21; S -0.10; C -0.57; S 0.48; C -0.42; C -0.44; S 0.02; S 0.48; S 0.10; Se -0.52; Sb 1.05; Se 0.00; Se -0.09; Se -0.46; S -0.12; C -0.15; S 0.51; C -0.16; N -0.24; N -0.27; C 0.21; C -0.24; C -0.20; C -0.22; C -0.20; C -0.24; S 0.40; H 0.25; H 0.21; H 0.21; H 0.21; H 0.24